No. 1
Here is a 2-piece molecular cluster, C4H14N overall at a distorted geometry from the Open Molecules 2025 dataset. Energies are from the ωB97M-V functional and the def2-TZVPD basis.

Each line ends with the Mulliken charge.
Element x y z (Å)
C 1.671 0.288 1.804  -0.355
C 0.563 -0.837 1.590  -0.798
N 1.696 1.265 0.674  -0.378
H 1.506 0.804 2.785  0.322
H 2.656 -0.120 1.748  0.330
H -0.294 -0.765 0.802  0.166
H -0.118 -0.916 2.471  0.312
H 0.946 1.954 0.822  0.364
H 2.498 1.893 0.630  0.373
H 1.640 0.848 -0.325  0.347
H 1.041 -1.847 1.334  0.301
C -2.492 0.206 -1.883  -0.592
C -1.489 -0.947 -2.067  -0.724
H -3.213 -0.216 -1.150  0.227
H -1.842 0.718 -1.329  0.127
H -2.701 0.433 -2.936  0.339
H -1.684 -1.866 -1.493  0.270
H -1.456 -1.229 -3.085  0.319
H -0.376 -0.809 -1.652  0.048

As for the highest occupied orbital energy: -14.239 eV. Its total charge is +1. The maximum force comes out at 4.74 eV/Å. For the relative energy (zero: lowest compared OMol25 entry of this formula, charge and spin), the calculation gives 57.57 kcal per mole. The value obtained for the molar mass is 76.16 g mol⁻¹. The calculation puts the gap between HOMO and LUMO at 0.3763 hartree. For the electronic energy, the calculation gives -215.2172 hartree. Its lowest unoccupied orbital energy is -0.147 Eh.

No. 2
Here is a 2-piece molecular cluster, C4H14N2O overall at a distorted geometry from the Open Molecules 2025 dataset. Energies are from the ωB97M-V functional and the def2-TZVPD basis.

Each line ends with the Mulliken charge.
Element x y z (Å)
C 0.270 1.965 -1.757  -0.979
N -0.043 0.681 -1.061  -0.291
C 0.105 0.853 0.436  -0.702
C -0.488 -0.359 1.193  -0.968
C 0.417 -1.577 1.057  -0.624
N 1.740 -1.267 1.595  -0.515
H -0.602 2.616 -1.721  0.307
H 1.077 2.528 -1.274  0.301
H 0.492 1.630 -2.765  0.348
H 0.750 0.109 -1.317  0.205
H -0.357 1.777 0.765  0.442
H 1.183 0.883 0.564  0.575
H -1.538 -0.403 0.916  0.647
H -0.517 0.012 2.228  0.324
H 0.470 -1.822 -0.001  0.264
H -0.037 -2.496 1.463  0.326
H 1.600 -0.771 2.471  0.203
H 2.234 -2.121 1.817  0.251
O -2.244 -1.138 -1.518  -0.644
H -1.865 -0.500 -0.883  0.248
H -2.648 -0.598 -2.207  0.283

As for the highest occupied orbital energy: -9.025 eV. Its total charge is 0. The maximum force comes out at 2.02 eV/Å. For the relative energy (zero: lowest compared OMol25 entry of this formula, charge and spin), the calculation gives 37.33 kcal per mole. The value obtained for the molar mass is 106.17 g mol⁻¹. The calculation puts the gap between HOMO and LUMO at 0.3687 hartree. For the electronic energy, the calculation gives -345.5167 hartree. Its lowest unoccupied orbital energy is 0.037 Eh.

No. 3
Here is a 2-piece molecular cluster, C4H14N2O overall at a distorted geometry from the Open Molecules 2025 dataset. Energies are from the ωB97M-V functional and the def2-TZVPD basis.

Each line ends with the Mulliken charge.
Element x y z (Å)
N -2.534 -0.402 -0.403  -0.554
C -1.743 0.325 0.611  -0.671
C -0.329 -0.166 0.601  0.091
C 0.172 -0.458 -0.821  -0.726
C 1.670 -0.569 -1.046  -0.420
N 2.150 -1.928 -1.197  -0.649
H -3.508 -0.126 -0.299  0.243
H -2.550 -1.392 -0.158  0.205
H -1.830 1.377 0.298  0.301
H -2.144 0.338 1.643  0.338
H 0.254 0.697 0.906  -0.235
H -0.154 -1.046 1.245  0.293
H -0.276 -1.331 -1.290  0.432
H -0.222 0.432 -1.364  0.287
H 2.163 -0.136 -0.163  0.245
H 1.967 0.117 -1.838  0.402
H 2.399 -2.389 -0.336  0.224
H 2.996 -1.982 -1.746  0.216
O 0.154 2.774 1.920  -0.630
H 0.415 3.616 1.539  0.307
H 0.948 2.249 1.897  0.302

As for the highest occupied orbital energy: -8.997 eV. Its total charge is 0. The maximum force comes out at 1.93 eV/Å. For the relative energy (zero: lowest compared OMol25 entry of this formula, charge and spin), the calculation gives 35.54 kcal per mole. The value obtained for the molar mass is 106.17 g mol⁻¹. The calculation puts the gap between HOMO and LUMO at 0.3582 hartree. For the electronic energy, the calculation gives -345.5195 hartree. Its lowest unoccupied orbital energy is 0.028 Eh.

No. 4
Here is a 2-piece molecular cluster, C4H14N2O overall at a distorted geometry from the Open Molecules 2025 dataset. Energies are from the ωB97M-V functional and the def2-TZVPD basis.

Each line ends with the Mulliken charge.
Element x y z (Å)
C -1.139 -0.597 -1.678  -1.269
C -0.684 0.014 -0.350  0.810
N -1.803 0.751 0.265  -0.802
C -0.114 -1.012 0.621  -0.808
C 1.303 -1.488 0.220  -0.707
N 2.338 -0.498 0.455  -0.557
H -2.215 -0.710 -1.693  0.357
H -0.852 0.003 -2.524  0.289
H -0.576 -1.523 -1.783  0.304
H 0.044 0.796 -0.532  0.134
H -1.568 1.155 1.159  0.228
H -2.556 0.122 0.533  0.265
H -0.738 -1.895 0.634  0.272
H -0.060 -0.643 1.644  0.319
H 1.565 -2.383 0.791  0.359
H 1.331 -1.826 -0.813  0.348
H 2.464 -0.325 1.437  0.244
H 2.253 0.346 -0.086  0.223
O 0.244 2.985 0.842  -0.628
H -0.310 3.264 0.117  0.328
H 1.073 3.464 0.740  0.292

As for the highest occupied orbital energy: -8.660 eV. Its total charge is 0. The maximum force comes out at 1.43 eV/Å. For the relative energy (zero: lowest compared OMol25 entry of this formula, charge and spin), the calculation gives 23.36 kcal per mole. The value obtained for the molar mass is 106.17 g mol⁻¹. The calculation puts the gap between HOMO and LUMO at 0.3465 hartree. For the electronic energy, the calculation gives -345.5390 hartree. Its lowest unoccupied orbital energy is 0.028 Eh.

No. 5
Here is a 2-piece molecular cluster, C4H14N2O overall at a distorted geometry from the Open Molecules 2025 dataset. Energies are from the ωB97M-V functional and the def2-TZVPD basis.

Each line ends with the Mulliken charge.
Element x y z (Å)
N -1.292 -2.496 0.852  -0.602
C -1.313 -1.200 1.531  -0.802
C -1.447 0.035 0.668  -0.420
C -0.396 0.171 -0.418  -0.774
C 1.007 -0.058 0.152  -0.637
N 1.299 0.963 1.135  -0.552
H -0.655 -2.469 0.056  0.253
H -2.188 -2.680 0.405  0.258
H -0.483 -1.164 2.220  0.376
H -2.177 -1.231 2.203  0.370
H -2.475 0.047 0.287  0.356
H -1.344 0.914 1.284  0.298
H -0.259 1.143 -0.871  0.364
H -0.535 -0.657 -1.114  0.257
H 1.053 -1.050 0.593  0.500
H 1.672 -0.100 -0.723  0.323
H 2.183 0.807 1.608  0.217
H 1.417 1.846 0.676  0.210
O 1.788 2.149 -3.200  -0.636
H 0.936 2.453 -3.523  0.322
H 1.682 2.166 -2.243  0.318

As for the highest occupied orbital energy: -9.317 eV. Its total charge is 0. The maximum force comes out at 1.83 eV/Å. For the relative energy (zero: lowest compared OMol25 entry of this formula, charge and spin), the calculation gives 29.47 kcal per mole. The value obtained for the molar mass is 106.17 g mol⁻¹. The calculation puts the gap between HOMO and LUMO at 0.3660 hartree. For the electronic energy, the calculation gives -345.5292 hartree. Its lowest unoccupied orbital energy is 0.024 Eh.

No. 6
Here is a 2-piece molecular cluster, C4H14N2O overall at a distorted geometry from the Open Molecules 2025 dataset. Energies are from the ωB97M-V functional and the def2-TZVPD basis.

Each line ends with the Mulliken charge.
Element x y z (Å)
N 0.617 2.531 1.259  -0.486
C 0.514 1.188 1.824  -0.507
C 1.064 -0.029 1.074  -0.327
C -0.011 -1.106 0.948  -0.746
C 0.494 -2.450 0.360  -0.497
N 0.486 -2.438 -1.101  -0.529
H 1.467 2.935 1.028  0.127
H -0.141 3.128 1.511  0.165
H -0.562 1.051 1.854  0.321
H 0.848 1.215 2.834  0.271
H 1.881 -0.403 1.702  0.309
H 1.496 0.149 0.096  0.296
H -0.554 -1.249 1.880  0.401
H -0.660 -0.805 0.129  0.219
H -0.118 -3.250 0.779  0.298
H 1.504 -2.621 0.707  0.256
H 0.026 -1.638 -1.497  0.210
H 0.066 -3.286 -1.449  0.221
O -2.431 1.916 -3.500  -0.637
H -3.006 2.475 -4.036  0.319
H -2.520 1.032 -3.852  0.316

As for the highest occupied orbital energy: -8.535 eV. Its total charge is 0. The maximum force comes out at 2.18 eV/Å. For the relative energy (zero: lowest compared OMol25 entry of this formula, charge and spin), the calculation gives 41.27 kcal per mole. The value obtained for the molar mass is 106.17 g mol⁻¹. The calculation puts the gap between HOMO and LUMO at 0.3455 hartree. For the electronic energy, the calculation gives -345.5104 hartree. Its lowest unoccupied orbital energy is 0.032 Eh.

The highest maximum force belongs to which entry?
C4H14N

Among the records above, which one has the lowest relative energy (zero: lowest compared OMol25 entry of this formula, charge and spin)?
number 4

What is the formula in the fourth record?
C4H14N2O

Among the records above, which one has the highest relative energy (zero: lowest compared OMol25 entry of this formula, charge and spin)?
C4H14N